## one
Below is a single C4H6F2 molecule, with properties calculated with ωB97M-V/def2-TZVPD.

Summary:
Structure (SMILES) ... C=C(F)CCF
Multiplicity ... 1
Lowest unoccupied orbital energy ... 0.76 eV
Frontier orbital gap ... 10.3 eV

Last column: Löwdin charge in e.
Geometry (Å):
1 C -0.80905 -1.75730 0.86540  0.08
2 C 0.17472 -0.86903 0.43916  -0.40
3 F 1.43543 -1.32438 0.17739  0.04
4 C 0.03453 0.52475 0.29656  -0.20
5 C 0.16772 1.11086 -1.06147  -0.12
6 F 1.64312 1.30574 -1.34974  -0.16
7 H -0.67428 -2.94319 0.76981  0.12
8 H -1.67564 -1.19197 1.14908  0.04
9 H -0.86266 0.97198 0.86211  0.16
10 H 0.95718 1.03705 0.81519  0.18
11 H -0.14298 2.16293 -0.81245  0.11
12 H -0.24807 0.97254 -2.15104  0.16



## two
Below is a single C4H6F2 molecule, with properties calculated with ωB97M-V/def2-TZVPD.

Summary:
Structure (SMILES) ... C=C(F)[C@@H](C)F
Multiplicity ... 1
Lowest unoccupied orbital energy ... 1.05 eV
Frontier orbital gap ... 11.0 eV

Last column: Löwdin charge in e.
Geometry (Å):
1 C -2.08137 0.41937 0.14615  0.08
2 C -0.85523 0.07262 -0.25308  -0.31
3 F -0.71850 -0.85278 -1.22557  0.03
4 C 0.58352 0.51107 -0.04548  -0.44
5 C 1.56418 -0.63380 0.19543  -0.03
6 F 0.84164 1.27228 -1.05730  0.08
7 H -2.94187 -0.32138 -0.12300  0.10
8 H -2.44193 1.24028 0.74206  0.05
9 H 0.56401 1.08681 0.96539  0.17
10 H 1.40660 -1.24346 1.11038  0.10
11 H 1.51078 -1.41761 -0.52984  0.06
12 H 2.56818 -0.13340 0.07487  0.10



Least stable: one



## one
Below is 2 unconnected molecules or ions with the total composition C6H12O4, with properties calculated with ωB97M-V/def2-TZVPD.

Summary:
Structure (SMILES) ... COC(C)=O.COC(C)=O
Multiplicity ... 1
Lowest unoccupied orbital energy ... 0.74 eV
Frontier orbital gap ... 10.8 eV

Last column: Löwdin charge in e.
Geometry (Å):
1 C 0.71279 -0.61893 1.24715  -0.01
2 O 0.81409 0.54584 2.18649  -0.02
3 C 0.43137 1.73122 1.74100  -0.54
4 C 0.02604 2.57048 2.91605  0.01
5 O 0.32645 2.07055 0.56457  0.05
6 H -0.28053 -0.70812 0.77602  0.10
7 H 0.88415 -1.50754 1.87772  0.11
8 H 1.47815 -0.59806 0.45318  0.07
9 H -0.72076 2.10287 3.57955  0.09
10 H -0.39136 3.51422 2.52651  0.09
11 H 0.92696 2.80237 3.50865  0.10
12 C -1.45606 -2.30879 -2.76915  -0.09
13 O -1.01770 -1.10064 -2.30381  -0.03
14 C 0.17419 -1.01497 -1.71743  -0.55
15 C 0.38180 0.32014 -1.15208  -0.07
16 O 1.05309 -1.86149 -1.69004  0.10
17 H -1.55599 -3.00522 -1.91968  0.10
18 H -0.73016 -2.72927 -3.48530  0.10
19 H -2.43487 -2.22230 -3.27020  0.10
20 H -0.39658 0.64878 -0.44304  0.08
21 H 0.41856 1.03570 -1.99067  0.12
22 H 1.35630 0.33310 -0.63556  0.08



## two
Below is 2 unconnected molecules or ions with the total composition C6H12O4, with properties calculated with ωB97M-V/def2-TZVPD.

Summary:
Structure (SMILES) ... CCC(=O)O.CCC(=O)O
Multiplicity ... 1
Lowest unoccupied orbital energy ... 0.65 eV
Frontier orbital gap ... 11.0 eV

Last column: Löwdin charge in e.
Geometry (Å):
1 C -11.45328 0.02504 -6.51014  -0.08
2 C -12.63021 1.05616 -6.77505  -0.14
3 C -14.01082 0.40457 -6.86036  -0.49
4 O -15.07954 0.84328 -6.46934  0.08
5 O -13.87716 -0.90727 -7.21326  0.05
6 H -11.73352 -0.69278 -5.72095  0.08
7 H -10.58096 0.60495 -6.16461  0.06
8 H -11.16529 -0.53939 -7.41296  0.07
9 H -12.64620 1.67241 -5.85558  0.10
10 H -12.35988 1.71877 -7.61964  0.11
11 H -14.68272 -1.49009 -7.15491  0.15
12 C -11.30332 3.89905 -5.99417  -0.09
13 C -10.45446 5.22434 -6.16882  -0.14
14 C -9.42216 5.03873 -7.22914  -0.54
15 O -9.20460 4.05821 -7.85248  0.13
16 O -8.63249 6.19165 -7.28669  0.05
17 H -12.10716 3.98626 -5.24393  0.08
18 H -10.59320 3.12383 -5.66044  0.08
19 H -11.74863 3.57962 -6.95139  0.06
20 H -11.10820 6.04231 -6.52797  0.13
21 H -9.97050 5.56620 -5.23375  0.13
22 H -7.99148 6.06055 -8.03765  0.14



## three
Below is 2 unconnected molecules or ions with the total composition C6H12O4, with properties calculated with ωB97M-V/def2-TZVPD.

Summary:
Structure (SMILES) ... C[C@H]1C(=O)OC[C@]1(C)O.O
Multiplicity ... 1
Lowest unoccupied orbital energy ... 0.49 eV
Frontier orbital gap ... 10.7 eV

Last column: Löwdin charge in e.
Geometry (Å):
1 C 0.56512 1.77310 -1.10264  -0.03
2 C 0.32935 0.28045 -0.87259  -0.21
3 C 1.60628 -0.42201 -0.42420  -0.28
4 O 2.73284 -0.20862 -0.80089  0.14
5 O 1.37518 -0.76782 1.12308  -0.12
6 C 0.15254 -0.13638 1.50248  -0.14
7 C -0.70446 -0.04282 0.22886  -0.52
8 C -1.85414 0.93835 0.37150  -0.02
9 O -1.20787 -1.34039 -0.09901  -0.01
10 H 0.94196 2.26954 -0.19761  0.10
11 H 1.30190 1.91279 -1.90289  0.09
12 H -0.36338 2.26591 -1.41457  0.08
13 H 0.01050 -0.19272 -1.81150  0.17
14 H -0.35497 -0.72136 2.27999  0.14
15 H 0.39871 0.86241 1.88640  0.13
16 H -1.50808 1.90659 0.75206  0.09
17 H -2.34000 1.09386 -0.60075  0.10
18 H -2.59615 0.54600 1.08174  0.09
19 H -1.68412 -1.70956 0.65195  0.11
20 O 1.41670 -2.80428 -0.49396  -0.14
21 H 1.27008 -2.50389 0.64064  0.20
22 H 0.51199 -2.99915 -0.79810  0.03



Least stable: one



## one
Below is a single C11H15NO molecule, with properties calculated with ωB97M-V/def2-TZVPD.

Summary:
Structure (SMILES) ... C/C=C(/C)Nc1ccccc1CO
Multiplicity ... 1
Lowest unoccupied orbital energy ... 0.91 eV
Frontier orbital gap ... 9.0 eV

Last column: Löwdin charge in e.
Geometry (Å):
1 C -0.84973 0.45142 2.03880  -0.08
2 C -1.92462 0.30024 1.00493  -0.13
3 C -1.77273 0.55060 -0.27038  -0.37
4 C -2.89132 0.48348 -1.23889  -0.04
5 N -0.63491 0.93565 -1.00525  0.08
6 C 0.68830 0.52551 -0.60271  -0.25
7 C 1.65413 1.55255 -0.54638  -0.02
8 C 2.91618 1.25585 0.05131  -0.09
9 C 3.22479 -0.06593 0.32573  -0.12
10 C 2.29942 -1.05288 -0.00199  -0.05
11 C 1.03989 -0.80140 -0.52528  -0.14
12 C 0.03858 -2.01422 -0.77170  -0.18
13 O -0.44081 -2.50792 0.46210  -0.06
14 H 0.27712 0.53720 1.54664  0.13
15 H -0.73429 -0.51217 2.61162  0.09
16 H -1.02819 1.18115 2.76291  0.04
17 H -2.84682 -0.15452 1.34251  0.12
18 H -3.65608 1.24757 -0.91322  0.11
19 H -3.35948 -0.42103 -1.13974  0.05
20 H -2.62631 0.60517 -2.24345  0.06
21 H -0.65774 1.85384 -1.35188  0.11
22 H 1.42935 2.57921 -0.79472  0.10
23 H 3.74957 2.04649 0.31730  0.14
24 H 4.26292 -0.28138 0.67940  0.11
25 H 2.72716 -2.05798 0.16316  0.13
26 H 0.63420 -2.75522 -1.27798  0.10
27 H -0.81657 -1.78922 -1.53780  0.14
28 H -0.70201 -1.69206 0.91496  0.04



## two
Below is 2 unconnected molecules or ions with the total composition C11H15NO, with properties calculated with ωB97M-V/def2-TZVPD.

Summary:
Multiplicity ... 1
Lowest unoccupied orbital energy ... 0.85 eV
Frontier orbital gap ... 9.7 eV

Last column: Löwdin charge in e.
Geometry (Å):
1 C 2.21279 1.90163 2.55587  -0.10
2 C 2.19483 0.48009 2.57341  -0.06
3 C 1.62333 2.63551 1.53085  -0.08
4 C 1.56764 -0.17827 1.45575  -0.08
5 C 0.92859 1.95717 0.52575  -0.08
6 C 1.00132 0.59814 0.51951  -0.09
7 C 0.17940 -0.35466 -1.20650  -0.36
8 C -1.75890 -1.02349 -2.33446  -0.05
9 C -1.91260 0.26382 -0.11371  -0.08
10 C -1.28807 -2.11445 -0.07170  -0.02
11 C -1.25103 -0.79063 -0.87623  -0.54
12 N 1.00523 -0.95214 -2.06431  0.14
13 O 0.56945 0.45291 -2.25813  0.02
14 H 2.72304 2.31932 3.48411  0.12
15 H 2.62064 -0.00678 3.36368  0.06
16 H 1.60597 3.68702 1.63287  0.09
17 H 1.48133 -1.30057 1.22072  0.12
18 H 0.53978 2.42197 -0.34649  0.10
19 H -1.78985 -0.03771 -2.77853  0.08
20 H -2.61017 -1.66969 -2.50933  0.07
21 H -1.13161 -1.79077 -2.86652  0.10
22 H -1.84185 1.17643 -0.61564  0.06
23 H -3.03829 0.07698 -0.13762  0.12
24 H -1.56441 0.55325 0.92306  0.11
25 H -1.98333 -1.96901 0.73929  0.07
26 H -0.27404 -2.37092 0.31887  0.08
27 H -1.78405 -2.94316 -0.68285  0.10
28 H 1.97487 -1.02201 -1.98173  0.10



Least stable: two



## one
Below is 2 unconnected molecules or ions with the total composition C6H9F, with properties calculated with ωB97M-V/def2-TZVPD.

Summary:
Structure (SMILES) ... C/C=C(/C)F.C#C
Multiplicity ... 1
Lowest unoccupied orbital energy ... 1.06 eV
Frontier orbital gap ... 9.8 eV

Last column: Löwdin charge in e.
Geometry (Å):
1 C -1.44149 1.66646 0.39522  -0.09
2 C -0.82008 0.59673 -0.43924  -0.14
3 C -0.56242 -0.63457 -0.02507  -0.41
4 C 0.00517 -1.75487 -0.82819  -0.04
5 F -0.91708 -1.00628 1.23403  0.04
6 H -0.67211 2.26209 0.88656  0.07
7 H -2.03662 2.33273 -0.22344  0.07
8 H -2.07774 1.22297 1.16271  0.07
9 H -0.51984 0.86368 -1.44039  0.11
10 H 0.81954 -2.23414 -0.28543  0.08
11 H 0.37849 -1.37853 -1.77716  0.08
12 H -0.76362 -2.50240 -1.02597  0.08
13 C 2.15974 0.00596 1.17378  0.02
14 C 2.15257 0.27937 0.00949  0.00
15 H 2.02909 -0.26242 2.18162  0.03
16 H 2.26637 0.54322 -0.99854  0.03



## two
Below is 2 unconnected molecules or ions with the total composition C6H9F, with properties calculated with ωB97M-V/def2-TZVPD.

Summary:
Structure (SMILES) ... CC1=CC1.C=CF
Multiplicity ... 1
Lowest unoccupied orbital energy ... 1.08 eV
Frontier orbital gap ... 9.9 eV

Last column: Löwdin charge in e.
Geometry (Å):
1 C 1.83295 1.87024 -1.26910  -0.04
2 C 0.59746 1.38970 -0.54242  -0.26
3 C -0.58685 0.90787 -0.62871  -0.01
4 C -0.31268 1.73597 0.54775  -0.17
5 H 1.92559 1.01337 -2.00374  0.09
6 H 2.80797 1.73544 -0.74549  0.08
7 H 1.66812 2.83634 -1.65034  0.06
8 H -1.34384 0.38502 -1.10428  0.08
9 H -0.50034 1.32293 1.57029  0.08
10 H -0.82445 2.76012 0.63236  0.09
11 C -0.37174 -2.54493 1.27294  0.02
12 C -1.43829 -2.74468 0.54033  -0.25
13 F -1.28618 -2.57741 -0.76274  0.00
14 H 0.50850 -2.06606 0.94226  0.05
15 H -0.33355 -2.70395 2.31160  0.04
16 H -2.34268 -3.31999 0.88929  0.13



Least stable: two



## one
Below is a single C2H5N3S molecule, with properties calculated with ωB97M-V/def2-TZVPD.

Summary:
Structure (SMILES) ... [H]/N=C\N(S)/C=N\[H]
Multiplicity ... 1
Lowest unoccupied orbital energy ... -0.28 eV
Frontier orbital gap ... 9.3 eV

Last column: Löwdin charge in e.
Geometry (Å):
1 H -0.80246 2.41461 0.32595  -0.03
2 N 0.15318 2.39111 0.42001  0.10
3 C 0.54576 1.21544 0.12288  -0.35
4 N -0.19719 0.04274 -0.28485  -0.55
5 S -1.88904 -0.05458 0.01493  0.73
6 C 0.63338 -1.09451 -0.49874  -0.32
7 N 0.37772 -2.44929 -0.63872  0.03
8 H -0.60497 -2.74042 -0.24162  0.04
9 H 1.75908 1.00282 0.32338  0.17
10 H -1.57161 0.17463 1.60043  0.04
11 H 1.59616 -0.90255 -1.14364  0.14



## two
Below is a single C2H5N3S molecule, with properties calculated with ωB97M-V/def2-TZVPD.

Summary:
Structure (SMILES) ... [H]/N=C\N(S)/C=N\[H]
Multiplicity ... 1
Lowest unoccupied orbital energy ... -0.01 eV
Frontier orbital gap ... 9.6 eV

Last column: Löwdin charge in e.
Geometry (Å):
1 H -1.94783 -0.63413 1.00589  -0.01
2 N -2.32908 0.06167 0.29690  0.05
3 C -1.36993 0.59041 -0.36678  -0.33
4 N 0.02850 0.22247 -0.10447  -0.48
5 S 0.26117 -1.42296 0.52305  0.75
6 C 0.98415 1.07863 -0.81734  -0.33
7 N 2.20947 1.28414 -0.44700  0.07
8 H 2.18959 0.50753 0.28649  0.04
9 H -1.59133 1.49411 -1.01231  0.12
10 H -0.28077 -1.39951 1.92112  -0.05
11 H 0.40411 1.80715 -1.68327  0.17



Least stable: one



## one
Below is a single C2H5N3S molecule, with properties calculated with ωB97M-V/def2-TZVPD.

Summary:
Structure (SMILES) ... [H]/N=C(N)/C=N\S
Multiplicity ... 1
Lowest unoccupied orbital energy ... 0.61 eV
Frontier orbital gap ... 9.8 eV

Last column: Löwdin charge in e.
Geometry (Å):
1 H -1.55822 -1.27869 1.85835  0.05
2 N -1.71457 -0.90049 0.91686  0.12
3 C -0.65638 -0.30574 0.51991  -0.50
4 N 0.55523 -0.20093 1.19483  0.08
5 C -0.73612 0.28962 -0.85874  -0.23
6 N 0.16237 0.58589 -1.70027  -0.35
7 S 1.82668 0.31735 -1.43128  0.74
8 H 1.14603 0.58076 1.00263  0.03
9 H 0.56374 -0.45105 2.20285  0.12
10 H -1.78070 0.48129 -1.14408  0.11
11 H 2.19194 0.88200 -2.56105  -0.16



## two
Below is a single C2H5N3S molecule, with properties calculated with ωB97M-V/def2-TZVPD.

Summary:
Structure (SMILES) ... CN1CN=NS1
Multiplicity ... 1
Lowest unoccupied orbital energy ... 0.69 eV
Frontier orbital gap ... 9.6 eV

Last column: Löwdin charge in e.
Geometry (Å):
1 C 0.93874 0.88672 0.35845  -0.25
2 N -0.09822 0.52980 -0.47524  -0.51
3 C -0.14500 -0.90427 -0.58290  -0.26
4 N -1.32284 -1.37403 0.21575  -0.06
5 N -2.16147 -0.50558 0.46600  -0.36
6 S -1.67822 1.03066 0.08223  0.91
7 H 0.95491 0.24885 1.32893  0.11
8 H 1.96347 0.53182 -0.19503  0.13
9 H 1.06491 1.97467 0.54269  0.08
10 H 0.78704 -1.24801 -0.13740  0.10
11 H -0.30333 -1.17062 -1.60350  0.11



Least stable: two